Record 1
{"formula": "C22H40BN7O3PdSSi", "method": "ωB97M-V with the def2-TZVPD basis set", "total_energy_ha": -2311.3290, "homo_ev": [-14.09, -14.10], "total_charge": 2, "spin_multiplicity": 5, "elements": ["Pd", "C", "C", "C", "C", "O", "Si", "S", "O", "C", "C", "C", "C", "O", "C", "C", "C", "C", "H", "H", "H", "H", "H", "H", "H", "H", "H", "H", "H", "H", "H", "H", "H", "H", "H", "H", "H", "H", "H", "H", "H", "H", "H", "H", "H", "B", "N", "C", "C", "C", "N", "N", "C", "C", "C", "N", "H", "H", "H", "H", "H", "H", "H", "H", "N", "C", "C", "N", "C", "C", "N", "H", "H", "H", "H", "H"], "coordinates": [[1.3035, 0.0175, -0.5165], [-2.6385, 1.7440, 1.4645], [-1.1395, 1.7512, 1.2220], [-0.6796, 3.1064, 0.7245], [-0.3810, 1.3001, 2.4542], [-0.8060, 0.7832, 0.1230], [-1.7154, -0.5651, -0.2338], [-0.2862, -1.4682, -1.6415], [-1.6391, -1.5601, 1.0328], [-2.4830, -2.7257, 1.3697], [-3.7984, -2.1994, 1.9168], [-1.7037, -3.4824, 2.4295], [-2.6815, -3.5717, 0.1246], [-3.1705, -0.3395, -0.8178], [-3.7468, 0.1485, -2.0769], [-5.0779, 0.7723, -1.7041], [-2.8017, 1.1714, -2.6850], [-3.9282, -1.0570, -2.9814], [-2.8668, 2.4508, 2.2623], [-2.9959, 0.7646, 1.7886], [-3.1879, 2.0506, 0.5755], [-0.9661, 3.8737, 1.4440], [-1.1500, 3.3461, -0.2292], [0.4033, 3.1413, 0.6120], [-0.5206, 2.0258, 3.2563], [0.6899, 1.2370, 2.2501], [-0.7469, 0.3341, 2.8020], [-3.6270, -1.5868, 2.8028], [-4.4386, -3.0338, 2.2036], [-4.3249, -1.6087, 1.1673], [-1.5110, -2.8428, 3.2923], [-0.7564, -3.8461, 2.0276], [-2.2770, -4.3434, 2.7715], [-3.2349, -3.0285, -0.6432], [-3.2541, -4.4652, 0.3728], [-1.7203, -3.8971, -0.2798], [-4.9396, 1.6204, -1.0336], [-5.7189, 0.0395, -1.2157], [-5.5855, 1.1263, -2.6013], [-2.6369, 2.0062, -2.0019], [-3.2214, 1.5662, -3.6097], [-1.8371, 0.7146, -2.9322], [-4.5892, -1.7875, -2.5158], [-2.9705, -1.5340, -3.1988], [-4.3756, -0.7504, -3.9268], [4.4041, -1.5450, -0.1805], [4.0917, -0.9859, -1.5022], [4.9680, -1.0042, -2.5548], [4.3456, -0.4786, -3.6465], [3.0577, -0.1441, -3.1890], [2.9179, -0.4457, -1.9119], [3.4251, -1.6845, 0.9099], [3.7082, -2.2748, 2.1101], [2.5596, -2.3489, 2.8433], [1.5753, -1.7709, 2.0225], [2.0992, -1.3845, 0.8720], [5.5358, -1.1948, 0.2340], [5.1124, -2.5861, -0.3000], [5.9578, -1.4088, -2.4219], [4.7430, -0.3543, -4.6378], [2.2412, 0.2975, -3.7393], [4.7102, -2.6104, 2.3219], [2.4323, -2.7675, 3.8256], [0.5195, -1.6325, 2.1982], [3.6924, 4.8997, -1.2329], [3.5374, 3.8562, -0.4016], [2.7268, 2.7469, -0.7377], [2.5872, 1.7342, 0.1013], [3.2333, 1.7679, 1.2729], [4.0247, 2.8614, 1.5857], [4.1772, 3.8897, 0.7697], [3.2235, 4.9566, -2.1178], [4.2682, 5.6700, -0.9359], [2.2001, 2.7054, -1.6843], [3.1085, 0.9334, 1.9493], [4.5501, 2.9040, 2.5322]], "forces_ev_per_a": [[-0.1, 0.3, -0.5], [0.0, 0.0, 0.0], [0.0, 0.0, -0.1], [0.0, 0.0, 0.0], [0.0, 0.1, 0.0], [-0.1, -0.1, 0.2], [0.3, -0.1, 0.1], [-0.2, -0.1, 0.1], [-0.1, 0.0, -0.1], [0.0, 0.0, 0.1], [0.0, 0.0, 0.0], [0.0, 0.0, 0.0], [0.0, 0.0, 0.0], [-0.1, 0.0, -0.1], [0.0, 0.0, 0.0], [0.0, 0.0, 0.0], [0.0, 0.0, 0.0], [0.0, 0.0, 0.0], [0.0, 0.0, 0.0], [0.0, 0.0, 0.0], [0.0, 0.0, 0.0], [0.0, 0.0, 0.0], [0.0, 0.0, 0.0], [0.0, 0.0, 0.0], [0.0, 0.0, 0.0], [0.0, 0.0, 0.0], [0.0, 0.0, 0.0], [0.0, 0.0, 0.0], [0.0, 0.0, 0.0], [0.0, 0.0, 0.0], [0.0, 0.0, 0.0], [0.0, 0.0, 0.0], [0.0, 0.0, 0.0], [0.0, 0.0, 0.0], [0.0, 0.0, 0.0], [0.0, 0.0, 0.0], [0.0, 0.0, 0.0], [0.0, 0.0, 0.0], [0.0, 0.0, 0.0], [0.0, 0.0, 0.0], [0.0, 0.0, 0.0], [0.0, 0.0, 0.0], [0.0, 0.0, 0.0], [0.0, 0.0, 0.0], [0.0, 0.0, 0.0], [-0.1, 0.0, -0.1], [0.0, 0.0, 0.0], [0.0, 0.0, 0.0], [0.0, 0.0, 0.0], [0.0, 0.0, 0.0], [0.0, -0.2, 0.2], [-0.1, 0.0, 0.0], [0.0, 0.0, 0.0], [0.0, 0.0, 0.0], [-0.1, 0.0, 0.0], [0.2, 0.1, 0.0], [0.0, 0.0, 0.0], [0.0, 0.0, 0.0], [0.0, 0.0, -0.1], [0.0, 0.0, 0.0], [0.0, 0.0, 0.0], [0.0, 0.0, 0.0], [0.0, 0.0, 0.0], [0.0, 0.0, 0.0], [0.0, 0.0, 0.0], [-0.1, -0.1, 0.0], [0.1, 0.1, 0.0], [0.0, 0.0, 0.1], [0.0, 0.0, 0.0], [0.0, 0.0, 0.0], [0.0, 0.0, 0.0], [0.0, 0.0, 0.0], [0.0, 0.0, 0.0], [0.0, 0.0, 0.0], [0.0, 0.0, 0.0], [0.0, 0.0, 0.0]], "lowdin_spin": [1.454, 0.002, 0.004, 0.000, 0.001, 0.079, 0.053, 0.945, 0.043, 0.002, 0.002, 0.000, 0.009, 0.005, 0.001, 0.001, 0.011, 0.003, 0.001, 0.000, 0.000, 0.000, 0.000, 0.000, 0.000, 0.001, 0.000, 0.000, 0.000, 0.000, 0.000, 0.000, 0.000, 0.000, 0.000, 0.007, 0.000, 0.000, 0.000, 0.000, 0.000, 0.012, 0.000, 0.003, 0.000, 0.282, 0.090, 0.024, 0.019, 0.072, 0.096, 0.087, 0.024, 0.018, 0.064, 0.113, 0.177, 0.187, 0.000, 0.001, 0.005, 0.000, 0.001, 0.003, 0.001, 0.004, 0.011, 0.072, 0.002, 0.003, -0.003, 0.000, 0.000, 0.004, 0.000, 0.001]}

Record 2
{"formula": "CH2N2OS", "method": "ωB97M-V with the def2-TZVPD basis set", "total_energy_ha": -622.0143, "smiles": "N#C[S@H](=N)=O", "de_lowest_kj_mol": 428.9, "homo_ev": -11.25, "total_charge": 0, "spin_multiplicity": 1, "elements": ["C", "N", "N", "O", "S", "H", "H"], "coordinates": [[1.2717, 0.6873, -0.0306], [2.3356, 1.0214, 0.1698], [-1.3090, 0.5473, 0.5230], [0.2739, -2.0475, 0.0922], [-0.2527, -0.3125, -0.1341], [-2.0404, 0.1672, 1.0218], [-0.2790, -0.0632, -1.6420]], "forces_ev_per_a": [[-2.8, -2.1, 0.2], [1.9, 1.0, 0.2], [2.6, 0.3, -1.5], [-2.2, 7.0, -0.8], [2.4, -3.9, -1.9], [-1.8, -1.3, 1.3], [-0.1, -0.9, 2.5]], "mulliken_charge": [0.261, -0.261, -0.511, -0.479, 0.491, 0.281, 0.218]}

Record 3
{"formula": "C4H8N", "method": "ωB97M-V with the def2-TZVPD basis set", "total_energy_ha": -211.5329, "de_lowest_kj_mol": 362.8, "homo_ev": [-14.25, -14.24], "total_charge": 1, "spin_multiplicity": 1, "elements": ["C", "C", "C", "C", "N", "H", "H", "H", "H", "H", "H", "H", "H"], "coordinates": [[0.1600, 1.0138, 0.2135], [1.1800, -0.3338, 0.0212], [1.8311, -0.2444, -1.1755], [-2.1479, 0.1877, 0.7553], [-1.0543, 0.9496, 0.2973], [0.6647, 1.8189, -0.1170], [1.7953, 0.1234, 0.9955], [0.7485, -1.3010, 0.1389], [1.7832, -0.9491, -2.0031], [2.4139, 0.6409, -1.3767], [-2.4741, 0.6825, 1.7753], [-1.8006, -0.9096, 0.8921], [-2.9312, 0.0667, -0.1401]], "forces_ev_per_a": [[-4.1, -1.9, -0.9], [2.2, -0.1, 2.2], [0.5, 0.9, -0.2], [-1.1, -2.2, -0.3], [1.8, 0.8, 0.8], [2.0, 2.8, -0.6], [-1.3, -1.3, -2.4], [-0.7, -0.3, 0.8], [-0.2, -0.1, 0.4], [0.2, 0.2, -0.2], [0.1, -1.2, -2.4], [-0.6, 1.6, 0.3], [1.3, 0.9, 2.4]], "mulliken_charge": [-0.233, -0.265, -0.394, -0.597, -0.094, 0.504, 0.313, 0.383, 0.264, 0.290, 0.291, 0.271, 0.267]}